Molecular formula: C4H26N2O9
Method: DFT, ωB97M-V/def2-TZVPD

Computed properties:
Largest force on an atom (hartree/bohr): 0.05538
LUMO (eV): 0.18
Electronic energy (Eh): -954.71170
SMILES string: CCNC(=O)CN.O.O.O.O.O.O.O.O
Multiplicity: 1

```
41
Properties=species:S:1:pos:R:3:forces:R:3
C 0.570014 0.916240 3.241218 0.7 -1.2 0.9
C 1.399429 -0.245315 2.686364 0.9 -0.2 -0.1
N 0.564415 -1.409012 2.296597 0.7 0.5 1.4
C -0.122662 -1.478775 1.128950 -0.4 -1.5 0.9
O -0.889264 -2.435226 0.989002 0.1 0.0 -0.5
C 0.146889 -0.544741 -0.043842 -0.1 0.4 -0.1
N 0.953771 -1.208183 -1.112002 -1.2 0.4 0.1
H -0.224720 1.180573 2.606757 -1.0 0.3 -1.0
H 0.123510 0.595755 4.176190 -0.2 0.0 0.3
H 1.147181 1.785111 3.466055 0.7 0.6 0.1
H 2.146905 -0.633643 3.436591 -0.8 0.5 -0.6
H 2.020054 0.114465 1.824790 -0.6 -0.6 0.6
H 0.296036 -2.052944 3.113810 0.3 1.3 -2.3
H -0.844076 -0.290574 -0.483144 0.7 -0.1 0.6
H 0.634561 0.405452 0.288051 -0.3 -0.9 -0.4
H 0.914234 -2.208656 -1.035260 -0.5 -0.6 0.1
H 1.903110 -1.009463 -0.958106 1.7 0.6 0.3
O -1.950523 0.048628 1.693775 -0.8 0.8 -0.7
H -2.608990 0.139574 0.924829 0.5 -0.2 0.7
H -2.411601 -0.487519 2.336978 -0.2 -0.2 0.2
O -2.069285 1.240294 -2.284367 -2.1 1.3 0.9
H -1.410249 1.785239 -1.856831 0.5 -0.2 -0.2
H -1.672174 0.569299 -2.806642 1.2 -0.9 -0.8
O 2.452904 2.687619 -0.266746 -1.1 0.4 0.2
H 2.063410 3.117215 0.517416 0.4 -0.3 -0.4
H 1.660673 2.512511 -0.844304 0.6 0.1 0.2
O -3.597006 0.018362 -0.426588 -0.3 -1.0 0.6
H -3.132917 0.528157 -1.094554 0.2 0.6 -0.6
H -3.361485 -0.911948 -0.684121 -0.4 0.6 0.2
O -0.486435 -0.552594 -3.492082 0.8 -0.8 0.6
H 0.172679 -0.900804 -2.801886 -0.8 0.3 -0.6
H -0.805625 -1.329660 -3.966542 0.1 0.1 -0.1
O -2.431279 -2.271461 -1.210278 -1.8 -0.2 -1.9
H -1.805546 -1.794290 -1.734351 0.5 0.5 -0.8
H -1.968707 -2.435533 -0.420339 1.3 -0.6 2.4
O 3.433784 0.189433 -0.342662 -1.7 0.7 -1.5
H 4.089983 0.071345 0.301257 1.4 -0.1 1.3
H 3.163786 1.150999 -0.341252 0.4 -0.8 0.3
O 0.513038 1.902956 -1.949344 0.8 -0.4 -0.9
H 0.756308 0.945119 -2.033706 -0.3 1.0 -0.1
H 0.665875 2.296000 -2.839667 -0.2 -0.5 0.8
```
Forces are in eV/Å.